1.
DFT (ωB97M-V/def2-TZVPD) results for a single C25H31N3O2 molecule.

As for the electronic energy: -34994.477 eV. The value obtained for the energy relative to the best compared isomer or geometry (same formula, charge and spin) is 94.5 kJ/mol. Its orbital gap is 8.410 eV. The structure (SMILES) is Cc1cccc(Cn2c(C)c(C)c3cc(C(=O)NCCN4CCOCC4)ccc32)c1. For the HOMO energy, the calculation gives -0.285 Ha. Its LUMO energy is 0.02429 Eh.

```
! wB97M-V def2-TZVPD RIJCOSX def2/J DEFGRID3
* xyz 0 1
C 5.80067 -6.42594 0.26652
C 4.79912 -5.32329 0.10436
C 4.30254 -5.00577 -1.15471
C 3.38655 -3.98218 -1.31120
C 2.95337 -3.25907 -0.21389
C 3.43612 -3.56431 1.05099
C 2.96994 -2.77797 2.25590
N 1.57052 -2.45540 2.19438
C 0.54284 -3.35622 2.40374
C 0.84779 -4.75902 2.79365
C -0.66223 -2.74201 2.19957
C -2.03496 -3.30938 2.32563
C -0.37656 -1.39317 1.82706
C -1.17344 -0.30359 1.49855
C -0.57133 0.89454 1.15061
C -1.46388 2.03030 0.79661
O -2.58793 2.15000 1.24605
N -0.92776 2.93736 -0.06671
C -1.69365 4.03861 -0.59533
C -2.21748 3.73303 -2.00510
N -3.08944 4.78488 -2.48968
C -2.36254 5.94438 -2.97645
C -3.36032 7.04013 -3.35179
O -4.26518 6.59853 -4.33516
C -4.96046 5.46082 -3.88169
C -4.00131 4.32572 -3.52391
C 0.82851 1.01432 1.16156
C 1.63883 -0.04660 1.49987
C 1.03519 -1.25647 1.82522
C 4.35390 -4.59507 1.19814
H 6.76406 -6.11837 -0.14021
H 5.48167 -7.31589 -0.27293
H 5.93696 -6.68014 1.31463
H 4.63657 -5.56797 -2.01476
H 3.00573 -3.74515 -2.29365
H 2.23534 -2.46184 -0.33819
H 3.53077 -1.83956 2.31477
H 3.17456 -3.34555 3.16966
H 1.51879 -5.22114 2.06918
H 1.32624 -4.79578 3.77351
H -0.06719 -5.34150 2.83953
H -2.55084 -3.26716 1.36643
H -2.61578 -2.72891 3.04157
H -2.00762 -4.34320 2.65902
H -2.25032 -0.37074 1.50355
H -0.06673 2.70917 -0.53669
H -2.54325 4.18978 0.07305
H -1.06965 4.93654 -0.59599
H -1.36610 3.55635 -2.68951
H -2.79918 2.80981 -1.94611
H -1.70426 6.31633 -2.19069
H -1.75123 5.69137 -3.86303
H -2.84466 7.90422 -3.77464
H -3.91002 7.34478 -2.44867
H -5.62567 5.16325 -4.69411
H -5.55567 5.71760 -2.99297
H -4.57223 3.47761 -3.14156
H -3.45884 4.01086 -4.43405
H 1.28715 1.96631 0.93598
H 2.71309 0.07042 1.50756
H 4.72865 -4.83489 2.18421
*
```



2.
DFT (ωB97M-V/def2-TZVPD) results for a molecular structure, C48H54BBaF3N10OS3Sb at a distorted geometry.

As for the electronic energy: -116161.620 eV. The value obtained for the energy relative to the best compared isomer or geometry (same formula, charge and spin) is 190.8 kJ/mol. Its orbital gap is 7.553 eV. For the HOMO energy, the calculation gives -0.385 Ha. Its LUMO energy is -0.10724 Eh.

```
! wB97M-V def2-TZVPD RIJCOSX def2/J DEFGRID3
* xyz 1 1
Ba -0.66230 2.76501 -0.82909
C -4.86829 0.90973 0.88506
C -3.68237 0.07313 0.73199
C -3.23478 -0.67407 1.74232
C -1.98476 -1.33834 1.69356
N -1.20782 -1.24582 0.67318
N -1.68031 -0.50908 -0.47805
B -0.79336 -0.73572 -1.77888
N 0.32154 -1.70965 -1.40532
N 0.09954 -3.02876 -1.55176
C 0.95885 -3.89156 -1.15651
C 2.15989 -3.45525 -0.54301
C 2.46615 -2.13976 -0.37756
C 3.64021 -1.55663 0.29578
C 1.48621 -1.22280 -0.88947
S 1.53168 0.44528 -0.45470
C 0.82874 -5.33903 -1.43718
C 1.29263 -6.20443 -0.18427
C -0.56682 -5.70398 -1.88495
C 1.74721 -5.63734 -2.60525
N -1.74673 -1.27311 -2.94549
N -2.83377 -2.02541 -2.82312
C -3.60248 -1.96198 -3.87819
C -3.27371 -1.22236 -5.07713
C -2.14229 -0.48878 -5.15916
C -1.70582 0.36116 -6.35609
C -1.47558 -0.43977 -3.89758
S -0.27413 0.55290 -3.18274
C -4.95209 -2.84339 -3.75581
C -5.72710 -2.20086 -2.58667
C -4.51962 -4.21309 -3.46951
C -5.71418 -2.76404 -5.04113
C -2.79827 0.20906 -0.45860
S -3.23608 1.14470 -1.81517
C -1.34004 -1.91738 2.95713
C -2.27605 -2.93048 3.56217
C -1.08082 -0.67747 3.80876
C -0.06811 -2.62625 2.65330
H -5.23850 0.75730 1.89178
H -5.63352 0.65701 0.13547
H -4.57629 1.99036 0.81482
H -3.91691 -0.82180 2.58395
H 2.78775 -4.14858 -0.03664
H 4.29739 -2.38456 0.71310
H 3.31218 -1.00024 1.15111
H 4.20141 -0.87710 -0.33784
H 0.47919 -6.26853 0.55143
H 2.21850 -5.89202 0.21309
H 1.47203 -7.25902 -0.53889
H -1.16329 -5.82013 -0.96522
H -0.65809 -6.66706 -2.40709
H -0.98898 -4.90421 -2.51228
H 2.78045 -5.39900 -2.34170
H 1.32875 -5.14676 -3.51266
H 1.54397 -6.64852 -2.82839
H -3.84434 -1.37660 -5.95833
H -0.89213 0.98869 -6.07892
H -2.52612 1.00040 -6.71303
H -1.41045 -0.23614 -7.21300
H -5.15492 -2.34310 -1.65839
H -6.62433 -2.74767 -2.45958
H -6.03923 -1.13744 -2.81206
H -3.81100 -4.23792 -2.64841
H -4.16215 -4.64468 -4.39044
H -5.38165 -4.87102 -3.25831
H -5.91381 -1.69280 -5.17547
H -6.73174 -3.07730 -4.82322
H -5.33314 -3.37582 -5.84568
H -3.31567 -2.81106 3.53143
H -2.02585 -3.05163 4.64489
H -2.20228 -3.90447 3.06028
H -1.99919 -0.10441 4.17900
H -0.39317 -0.00645 3.29300
H -0.64634 -0.88829 4.81623
H -0.41470 -3.42709 1.96008
H 0.27804 -3.10450 3.57150
H 0.64329 -2.03508 2.12604
O 1.72807 3.23281 -2.23857
H 2.46961 3.77756 -1.88545
H 2.04152 2.36341 -1.95438
N -4.27422 1.11998 4.35748
C -3.43505 1.88846 4.17348
N -2.35305 2.63184 3.92926
C -1.90276 2.57484 2.72504
N -1.36467 2.49583 1.67503
N 0.40038 7.08976 -0.92128
C 0.00650 6.02266 -0.75236
H 0.93350 7.92664 -0.84113
F 2.43005 8.36632 4.96574
C 2.39485 7.21794 4.26846
C 1.17210 6.92420 3.65440
C 1.15156 5.75599 2.87847
C 2.26510 4.92592 2.71747
C 3.47891 5.28876 3.37409
C 3.54878 6.46404 4.08645
Sb 2.21935 3.36625 1.37538
C 3.04071 1.89901 2.65262
C 4.38404 1.54343 2.70299
C 4.80811 0.76273 3.81675
C 3.96329 0.28107 4.73393
F 4.38222 -0.62856 5.67676
C 2.57848 0.48907 4.63512
C 2.18945 1.38604 3.64008
C 3.90504 3.85254 0.15894
C 3.98022 5.19595 -0.10334
C 4.93775 5.71519 -0.97259
C 5.72158 4.77529 -1.67247
F 6.51003 5.19202 -2.66493
C 5.67104 3.42903 -1.36994
C 4.74889 2.97027 -0.44804
H 0.36897 7.61495 3.95759
H 0.18186 5.44326 2.50333
H 4.33775 4.69725 3.07394
H 4.45823 6.79265 4.58023
H 5.24236 1.91358 2.07308
H 5.86760 0.54737 3.87426
H 1.85388 0.07010 5.27864
H 1.09430 1.72991 3.59927
H 3.37159 5.92656 0.41243
H 5.11499 6.78726 -1.14736
H 6.29486 2.74221 -1.98593
H 4.65209 1.87151 -0.29545
*
```



3.
DFT (ωB97M-V/def2-TZVPD) results for 2 unconnected molecules or ions with the total composition C4H8NS at a distorted geometry.

As for the electronic energy: -16589.970 eV. The value obtained for the energy relative to the best compared isomer or geometry (same formula, charge and spin) is 524.6 kJ/mol. Its orbital gap is 7.090 eV. For the HOMO energy, the calculation gives -0.448 Ha. Its LUMO energy is -0.18751 Eh.

```
! wB97M-V def2-TZVPD RIJCOSX def2/J DEFGRID3
* xyz 1 1
C 0.50333 1.30063 -0.03726
C 2.32243 -0.46048 0.57365
C 1.47769 -0.97467 -0.45737
C -2.69642 -0.00952 -0.48685
N 1.22832 0.26743 -0.04946
S -4.09469 -0.05840 0.32490
H 0.52030 2.05564 0.73228
H 2.17004 -0.45628 1.66856
H 3.33267 -0.11446 0.54489
H 2.02126 -1.20002 -1.30458
H 0.63806 -1.67265 -0.52161
H -1.94184 -0.31114 0.27190
H -0.38141 1.38760 -0.64021
H -5.09975 0.24632 -0.61882
*
```



4.
DFT (ωB97M-V/def2-TZVPD) results for 3 unconnected molecules or ions with the total composition H6O3 at a distorted geometry.

As for the electronic energy: -6239.553 eV. The value obtained for the energy relative to the best compared isomer or geometry (same formula, charge and spin) is 67.6 kJ/mol. Its orbital gap is 12.618 eV. The structure (SMILES) is O.O.O. For the HOMO energy, the calculation gives -0.426 Ha. Its LUMO energy is 0.03731 Eh.

```
! wB97M-V def2-TZVPD RIJCOSX def2/J DEFGRID3
* xyz 0 1
O 3.35267 -2.43017 7.84336
H 3.03517 -1.51844 7.90106
H 2.67047 -2.85972 7.27576
O -3.93103 4.02667 -0.95200
H -4.77626 4.41504 -1.16516
H -4.06241 3.07701 -1.05757
O 1.53675 -1.78726 -6.69107
H 1.19737 -1.54345 -5.83474
H 0.97726 -1.37969 -7.31964
*
```



5.
DFT (ωB97M-V/def2-TZVPD) results for a molecular structure, C40H35F9NOP2S2Zr.

As for the electronic energy: -111570.550 eV. The value obtained for the energy relative to the best compared isomer or geometry (same formula, charge and spin) is 15.4 kJ/mol. Its orbital gap is 7.167 eV. For the HOMO energy, the calculation gives -0.385 Ha. Its LUMO energy is -0.12166 Eh.

```
! wB97M-V def2-TZVPD RIJCOSX def2/J DEFGRID3
* xyz 1 1
Zr -0.32428 0.18410 -0.77209
C 3.17896 -0.15879 1.51381
N 2.38575 0.49753 2.52497
C 1.31938 -0.33092 3.01306
P -0.30612 -0.15168 2.11098
C -0.92623 1.37174 2.89736
C -2.06364 1.42414 3.69833
C -2.41795 2.60720 4.33202
C -1.65355 3.75058 4.15611
C -0.53609 3.71405 3.33324
C -0.17458 2.53274 2.70589
C -1.12601 -1.57760 2.88860
C -1.35508 -2.73279 2.14316
C -1.82834 -3.88502 2.75542
C -2.06552 -3.89912 4.12060
C -1.80557 -2.76593 4.87936
C -1.32701 -1.61649 4.27178
C 2.95096 1.53678 3.30606
C 2.63180 1.72444 4.65101
C 3.18294 2.77824 5.36597
C 4.06425 3.66454 4.76923
C 4.38300 3.48348 3.43246
C 3.82948 2.44174 2.70568
P 2.47556 0.02894 -0.19192
C 3.10445 1.66613 -0.66016
C 4.46170 1.96677 -0.79878
C 4.86786 3.26885 -1.03850
C 3.93136 4.29202 -1.12741
C 2.58457 4.01373 -0.96218
C 2.18013 2.70711 -0.72840
C 3.34766 -1.30148 -1.06173
C 3.05020 -2.59363 -0.61899
C 3.66103 -3.69415 -1.19364
C 4.57874 -3.51662 -2.22062
C 4.86285 -2.24114 -2.67936
C 4.24367 -1.13562 -2.11235
H 3.25335 -1.23212 1.72268
H 4.19805 0.22777 1.49608
H 1.07919 -0.11487 4.04993
H 1.58825 -1.39259 2.97098
H -2.67764 0.54499 3.83516
H -3.29962 2.63447 4.95882
H -1.93145 4.67025 4.65325
H 0.06465 4.60210 3.18823
H 0.71308 2.51619 2.08231
H -1.17962 -2.73550 1.07763
H -2.01096 -4.77083 2.16192
H -2.43979 -4.79527 4.59708
H -1.96736 -2.77880 5.94890
H -1.10701 -0.75106 4.88284
H 1.96196 1.05921 5.17558
H 2.92018 2.89354 6.40931
H 4.49294 4.48032 5.33393
H 5.06184 4.16532 2.93666
H 4.07160 2.35726 1.65546
H 5.20831 1.19301 -0.68425
H 5.92142 3.48994 -1.14593
H 4.25581 5.30637 -1.31729
H 1.84887 4.80481 -1.01556
H 1.11820 2.52870 -0.57673
H 2.32889 -2.74800 0.17843
H 3.42065 -4.68876 -0.84322
H 5.06035 -4.37437 -2.67027
H 5.55781 -2.10091 -3.49650
H 4.44558 -0.15652 -2.51730
C -4.23361 -0.64238 1.21926
C -3.19303 0.00439 0.33777
S -2.32485 -1.11290 -0.73440
C -2.97724 1.33525 0.30512
C -3.77412 2.33094 1.09441
S -1.77872 2.10369 -0.75879
H -4.31820 -1.70325 0.99457
H -5.21150 -0.18571 1.06183
H -3.98515 -0.54795 2.27856
H -4.40329 1.85172 1.84065
H -4.41171 2.90252 0.41560
H -3.11560 3.03802 1.59775
F 0.96949 -2.68237 -3.94792
C 1.19560 -1.51272 -4.53819
F 0.85965 -1.61101 -5.82457
F 2.50618 -1.27320 -4.48183
C 0.37127 -0.39578 -3.81320
O 0.42778 -0.61755 -2.45692
C -1.11563 -0.47976 -4.29380
F -1.28009 -0.14712 -5.56784
F -1.86782 0.34751 -3.55545
F -1.56980 -1.71700 -4.10640
C 0.94160 1.02524 -4.07736
F 2.20342 1.13141 -3.66627
F 0.22867 1.90760 -3.33041
F 0.87345 1.39898 -5.34334
*
```



6.
DFT (ωB97M-V/def2-TZVPD) results for a molecular structure, C26H25CoIN3O4S2.

As for the electronic energy: -107430.979 eV. Its expectation value of S² is 3.7597. The value obtained for the energy relative to the best compared isomer or geometry (same formula, charge and spin) is 0.0 kJ/mol. Its orbital gap (spin up / spin down) is 7.242 / 7.340 eV. For the HOMO energy (spin up / spin down), the calculation gives -0.181 / -0.185 Ha. Its LUMO energy (spin up / spin down) is 0.08491 / 0.08458 Eh.

```
! wB97M-V def2-TZVPD RIJCOSX def2/J DEFGRID3
* xyz -1 4
Co -2.01951 3.06919 0.52067
O 2.65981 1.04561 2.29353
C 2.11610 1.56943 3.40369
C 2.77210 1.33866 4.61552
C 2.26433 1.84345 5.79627
C 1.08840 2.58928 5.79886
C 0.43412 2.81468 4.60251
C 0.92704 2.31880 3.39650
C 0.13626 2.55467 2.16281
O -1.00416 3.10946 2.26465
N 0.68502 2.13381 1.03204
N -0.15897 2.33905 -0.04471
C 0.23817 1.86613 -1.15767
S 1.68923 0.90343 -1.32486
C 1.38954 0.44979 -3.05690
C -0.10391 0.54571 -3.33351
S -0.70710 2.09053 -2.61859
H 2.06863 1.30459 1.53743
H 3.68234 0.75354 4.59332
H 2.78814 1.65304 6.72549
H 0.68845 2.98334 6.72375
H -0.48981 3.37629 4.56574
H 1.73948 -0.57578 -3.18839
H 1.95164 1.11975 -3.70718
H -0.63240 -0.29094 -2.88083
H -0.30809 0.56322 -4.40404
I -4.26067 5.03096 1.51384
C -2.83824 4.78701 -0.12216
H -2.25837 5.70804 -0.09122
H -3.46810 4.78763 -1.00927
C 0.52629 -3.83853 -5.01288
C 0.82949 -3.35526 -3.61724
C 2.13898 -3.42737 -3.14625
C 2.44033 -2.98445 -1.86862
C 1.45821 -2.45522 -1.05116
C 0.13708 -2.37368 -1.50480
N -0.88707 -1.79430 -0.78095
C -0.90294 -1.33148 0.53380
C -0.14161 -1.91451 1.54837
C -0.23056 -1.45380 2.85192
C -1.10698 -0.43125 3.17898
C -1.88719 0.12871 2.17975
C -1.78925 -0.28638 0.85736
C -2.67881 0.36093 -0.18463
O -2.93018 -0.26536 -1.22445
O -3.15372 1.51747 0.08971
C -0.17985 -2.84769 -2.79821
C -1.60869 -2.76735 -3.26491
H 1.44415 -4.13569 -5.51939
H 0.04647 -3.06330 -5.61373
H -0.14519 -4.70017 -5.00693
H 2.91541 -3.83167 -3.78417
H 3.46007 -3.02888 -1.50513
H 1.72549 -2.05557 -0.08504
H -1.68253 -1.40970 -1.29296
H 0.50056 -2.75300 1.32041
H 0.38290 -1.91294 3.61781
H -1.18203 -0.06997 4.19636
H -2.58602 0.91893 2.41682
H -2.29362 -3.11631 -2.48980
H -1.77986 -3.36625 -4.15581
H -1.90879 -1.73836 -3.49153
*
```



Question: electronic energy of number 2 (C48H54BBaF3N10OS3Sb)?
Answer: -116161.620 eV